C44H42N3OPRhS3 as an isolated structure, computed with ωB97M-V/def2-TZVPD.

Results
HOMO level (alpha / beta) in eV: -6.0 / -6.5
Kohn-Sham gap (alpha / beta) in Ha: 0.2276 / 0.2286

ORCA input file:
```
! wB97M-V def2-TZVPD RIJCOSX def2/J DEFGRID3
* xyz 0 2
Rh 0.825 -0.312 -1.046
S 1.036 -1.442 0.899
C -0.520 -1.945 1.406
N -0.649 -2.891 2.401
C -1.893 -2.820 3.152
C -3.037 -2.829 2.166
N -2.904 -1.712 1.246
C -4.107 -0.961 0.929
C -4.562 -0.130 2.107
C -5.816 -0.300 2.674
C -6.209 0.467 3.767
C -5.342 1.405 4.301
C -4.080 1.579 3.739
C -3.692 0.817 2.649
C -1.659 -1.330 0.850
S -1.436 -0.047 -0.258
C 0.543 -3.361 3.100
C 0.283 -4.643 3.846
C 0.288 -4.686 5.233
C 0.024 -5.875 5.905
C -0.252 -7.029 5.188
C -0.254 -6.994 3.798
C 0.013 -5.808 3.133
H -1.933 -1.904 3.758
H -1.963 -3.680 3.816
H -3.990 -2.744 2.687
H -3.025 -3.774 1.613
H -4.892 -1.659 0.627
H -3.889 -0.321 0.077
H -6.495 -1.037 2.258
H -7.192 0.326 4.200
H -5.643 2.002 5.152
H -3.399 2.313 4.151
H -2.710 0.954 2.208
H 0.928 -2.591 3.782
H 1.311 -3.530 2.346
H 0.499 -3.782 5.794
H 0.031 -5.896 6.987
H -0.464 -7.954 5.708
H -0.461 -7.894 3.234
H 0.010 -5.777 2.049
O -0.185 -0.540 -3.068
N 0.286 -1.455 -3.899
C -0.220 -1.469 -5.155
C 0.212 -2.377 -6.082
C 1.193 -3.299 -5.706
C 1.693 -3.266 -4.429
C 1.239 -2.321 -3.495
S 1.796 -2.271 -1.869
H -0.973 -0.716 -5.327
H -0.211 -2.361 -7.075
H 1.561 -4.029 -6.415
H 2.451 -3.963 -4.101
C 1.010 1.868 -4.669
C 0.610 3.196 -4.097
C 0.240 4.223 -4.962
C -0.062 5.494 -4.501
C 0.013 5.762 -3.144
C 0.371 4.751 -2.265
C 0.654 3.461 -2.717
P 1.201 2.154 -1.532
C 0.890 2.989 0.082
C -0.471 3.065 0.388
C -0.923 3.596 1.582
C 0.002 4.045 2.513
C 1.352 3.989 2.215
C 1.825 3.485 1.001
C 3.311 3.547 0.749
C 2.992 2.065 -1.906
C 3.684 2.901 -2.763
C 4.962 2.547 -3.197
C 5.515 1.345 -2.790
C 4.821 0.512 -1.911
C 3.571 0.880 -1.444
C 2.806 0.077 -0.446
H 0.669 1.778 -5.702
H 0.601 1.043 -4.086
H 2.100 1.761 -4.667
H 0.201 4.015 -6.025
H -0.347 6.271 -5.199
H -0.204 6.752 -2.765
H 0.421 4.974 -1.208
H -1.197 2.703 -0.331
H -1.986 3.645 1.785
H -0.326 4.449 3.463
H 2.072 4.361 2.935
H 3.783 4.183 1.498
H 3.539 3.955 -0.233
H 3.781 2.563 0.803
H 3.223 3.814 -3.122
H 5.503 3.198 -3.872
H 6.489 1.044 -3.157
H 5.256 -0.426 -1.586
H 2.570 0.672 0.437
H 3.310 -0.843 -0.161
*
```

=====

C44H43AsClF7N4O5Ru as an isolated structure, computed with ωB97M-V/def2-TZVPD.

Results
HOMO level (alpha / beta) in eV: -5.0 / -7.7
Kohn-Sham gap (alpha / beta) in Ha: 0.1266 / 0.2276
Energy above the lowest of the compared OMol25 structures with the same formula, charge and spin in kJ/mol: 232.2

ORCA input file:
```
! wB97M-V def2-TZVPD RIJCOSX def2/J DEFGRID3
* xyz 0 5
Ru -0.794 1.288 -1.602
C 5.288 -2.520 -2.973
C 4.156 -3.517 -2.779
N 2.909 -2.873 -2.389
C 2.015 -2.545 -3.358
C 0.860 -1.869 -3.126
C -0.005 -1.679 -4.318
O 0.139 -2.294 -5.347
O -0.972 -0.783 -4.116
C 0.547 -1.483 -1.774
O -0.454 -0.726 -1.415
C 1.402 -1.948 -0.755
C 1.050 -1.730 0.608
C 1.976 -2.013 1.569
F 1.656 -1.816 2.884
C 3.251 -2.485 1.297
C 3.569 -2.808 -0.043
C 2.649 -2.572 -1.048
N 4.239 -2.596 2.332
C 4.527 -1.333 2.989
C 5.795 -1.465 3.802
N 5.585 -2.571 4.809
C 5.221 -3.875 4.141
C 3.983 -3.648 3.297
H 6.209 -3.033 -3.255
H 5.471 -1.954 -2.060
H 5.037 -1.809 -3.761
H 4.406 -4.261 -2.021
H 3.962 -4.064 -3.701
H 2.264 -2.859 -4.362
H 0.072 -1.346 0.860
H 4.564 -3.175 -0.253
H 3.707 -0.996 3.645
H 4.662 -0.559 2.235
H 6.034 -0.560 4.358
H 6.642 -1.768 3.188
H 4.815 -2.297 5.425
H 6.412 -2.688 5.392
H 5.067 -4.611 4.928
H 6.076 -4.152 3.527
H 3.129 -3.416 3.955
H 3.743 -4.570 2.769
C -5.521 2.270 2.239
C -4.668 1.026 2.222
C -5.211 -0.111 1.629
C -4.494 -1.289 1.553
C -3.209 -1.331 2.062
C -2.652 -0.207 2.659
N -1.353 -0.390 3.213
C -0.214 0.404 3.299
C 0.453 0.351 4.537
C 1.640 1.013 4.764
C 2.222 1.770 3.754
C 1.597 1.816 2.525
C 0.397 1.147 2.266
C -0.062 1.212 0.849
O 0.785 1.499 -0.043
O -1.260 0.985 0.518
C -3.381 0.985 2.774
C -2.786 2.194 3.442
H -6.444 2.098 2.797
H -5.808 2.545 1.222
H -5.019 3.127 2.676
H -6.214 -0.060 1.219
H -4.921 -2.164 1.080
H -2.605 -2.226 1.969
H -1.324 -1.158 3.863
H -0.010 -0.213 5.338
H 2.098 0.961 5.746
H 3.139 2.318 3.925
H 2.035 2.367 1.703
H -1.988 1.922 4.127
H -3.532 2.739 4.018
H -2.367 2.883 2.701
C -1.924 5.683 -0.096
C -2.898 4.696 -0.033
C -2.630 3.417 -0.503
C -1.397 3.136 -1.079
C -0.436 4.138 -1.178
C -0.689 5.401 -0.661
H -2.134 6.674 0.288
H -3.866 4.921 0.397
H -3.373 2.635 -0.405
H 0.516 3.941 -1.654
H 0.068 6.171 -0.730
Cl -4.192 -0.215 -7.098
C -4.415 -0.293 -5.375
C -5.689 -0.129 -4.862
C -5.891 -0.197 -3.490
C -4.816 -0.446 -2.654
C -3.542 -0.590 -3.190
C -3.310 -0.507 -4.557
C -1.940 -0.612 -5.162
H -6.511 0.052 -5.540
H -6.886 -0.068 -3.086
H -4.951 -0.538 -1.584
H -2.747 -0.911 -2.524
H -1.690 0.307 -5.688
H -1.872 -1.438 -5.869
F -0.534 2.277 -3.516
As -0.423 3.520 -4.883
F 1.070 4.015 -4.171
F -1.285 4.623 -3.889
F -0.287 4.645 -6.168
F -1.924 2.896 -5.468
F 0.413 2.293 -5.769
*
```

=====

Number 1: electronic energy -3587.8199 a.u.. Number 2: electronic energy -5787.6567 a.u..